Molecular formula: C38H45AuFN7O3SeSi
Method: DFT, ωB97M-V with the def2-TZVPD basis set

Computed properties:
E   -5010.0399 a.u.
Net charge   +2
Energy above the lowest of the compared OMol25 structures with the same formula, charge and spin   52.0 kJ/mol
Gap between HOMO and LUMO (spin up / spin down)   6.834 / 6.834 eV

CARTESIAN COORDINATES (ANGSTROEM)
Au  -0.19  -0.03  0.13
Se  -2.31  -6.27  -4.06
N  -2.98  -5.46  -2.66
C  -2.26  -4.39  -2.44
C  -2.51  -3.46  -1.36
C  -3.54  -3.65  -0.43
C  -3.75  -2.69  0.54
C  -2.91  -1.59  0.57
N  -1.90  -1.42  -0.27
C  -1.69  -2.33  -1.24
C  -0.59  -2.11  -2.18
N  0.14  -1.01  -2.00
C  1.15  -0.75  -2.82
C  1.50  -1.61  -3.87
C  0.76  -2.75  -4.06
C  -0.32  -3.01  -3.21
C  -1.18  -4.17  -3.36
N  -1.04  -5.08  -4.29
H  -4.15  -4.53  -0.50
H  -4.53  -2.79  1.28
H  -3.07  -0.80  1.29
H  1.69  0.16  -2.63
H  2.33  -1.37  -4.51
H  0.98  -3.46  -4.85
F  3.36  5.52  -1.86
C  3.94  4.45  -1.25
C  3.15  3.37  -1.00
C  3.65  2.26  -0.30
C  2.79  1.10  -0.06
O  1.60  1.17  -0.49
C  3.41  0.01  0.60
C  4.71  0.15  1.03
N  5.47  1.25  0.87
C  6.80  1.26  1.44
C  7.13  2.28  2.49
C  6.98  0.84  2.86
C  4.98  2.32  0.16
C  5.78  3.42  -0.15
C  5.29  4.51  -0.86
N  6.15  5.57  -1.18
C  5.90  6.52  -2.25
C  5.28  7.82  -1.72
N  6.20  8.39  -0.68
C  6.48  7.41  0.42
C  7.05  6.12  -0.19
C  2.76  -1.37  0.91
O  3.55  -2.22  1.31
O  1.52  -1.47  0.72
H  2.12  3.36  -1.33
H  5.16  -0.69  1.53
H  7.57  0.97  0.73
H  6.34  2.95  2.78
H  8.12  2.71  2.49
H  6.09  0.56  3.42
H  7.86  0.26  3.11
H  6.82  3.40  0.14
H  5.26  6.10  -3.01
H  6.86  6.76  -2.72
H  4.32  7.61  -1.24
H  5.13  8.54  -2.51
H  5.81  9.25  -0.29
H  7.08  8.64  -1.13
H  5.54  7.19  0.92
H  7.17  7.85  1.13
H  7.23  5.42  0.61
H  8.02  6.34  -0.67
C  -2.58  1.53  2.21
Si  -0.74  1.09  2.25
C  -0.43  -0.19  3.69
C  -1.00  0.42  4.98
C  1.05  -0.53  3.85
C  -1.19  -1.48  3.36
C  0.20  2.79  2.37
C  -0.02  3.51  1.03
C  1.70  2.63  2.64
C  -0.39  3.66  3.49
H  -2.82  2.18  3.05
H  -3.22  0.65  2.30
H  -2.86  2.06  1.30
H  -0.44  1.30  5.30
H  -0.93  -0.33  5.78
H  -2.05  0.69  4.88
H  1.65  0.35  4.07
H  1.44  -1.02  2.96
H  1.17  -1.23  4.69
H  -2.27  -1.31  3.30
H  -1.02  -2.21  4.15
H  -0.85  -1.92  2.42
H  0.32  2.91  0.19
H  0.53  4.46  1.02
H  -1.08  3.75  0.89
H  2.16  1.86  2.02
H  1.89  2.39  3.68
H  2.21  3.58  2.42
H  -1.45  3.87  3.34
H  0.14  4.62  3.50
H  -0.26  3.21  4.47

Molecular formula: C5H9Cl2FInO4SSr
Method: DFT, ωB97M-V with the def2-TZVPD basis set

Computed properties:
E   -2135.7543 a.u.
Net charge   +1
Gap between HOMO and LUMO   2.454 eV

CARTESIAN COORDINATES (ANGSTROEM)
O  5.54  -0.69  1.22
C  4.87  -0.15  0.31
Cl  5.38  1.52  -0.27
C  3.61  -0.94  -0.25
In  1.84  0.45  -0.68
F  1.97  2.24  0.42
Cl  2.03  1.06  -3.07
C  -0.01  -0.71  -0.15
C  -1.26  -0.50  -1.13
C  -2.60  -0.63  -0.20
S  -3.09  1.06  0.47
O  -3.06  1.99  -0.69
O  -4.52  0.89  1.08
O  -2.03  1.61  1.63
H  3.26  -1.70  0.53
H  3.90  -1.44  -1.24
H  -0.35  -0.36  0.90
H  0.22  -1.83  -0.08
H  -1.24  0.47  -1.73
H  -1.29  -1.42  -1.82
H  -3.45  -1.12  -0.79
H  -2.34  -1.30  0.69
H  -1.73  0.86  2.21
Sr  -5.64  0.65  2.62

Molecular formula: C3H7N3S
Method: DFT, ωB97M-V with the def2-TZVPD basis set

Computed properties:
E   -680.8117 a.u.
Net charge   0
Energy above the lowest of the compared OMol25 structures with the same formula, charge and spin   447.7 kJ/mol
Gap between HOMO and LUMO   9.214 eV

CARTESIAN COORDINATES (ANGSTROEM)
C  0.15  1.56  2.26
C  -0.76  -0.82  -2.07
C  -0.51  -0.56  -0.60
N  1.54  2.38  0.50
N  1.00  1.83  1.50
N  -0.16  -1.53  0.15
S  -0.36  0.25  3.16
H  -0.12  -1.51  -2.64
H  -1.75  -1.40  -2.24
H  -0.87  0.16  -2.70
H  -0.79  0.51  -0.33
H  0.09  -0.85  2.49
H  2.54  2.48  0.76
H  0.00  -2.48  -0.23

What is the formula in the first record?
C38H45AuFN7O3SeSi

The highest net charge belongs to which entry?
C38H45AuFN7O3SeSi